Record 1
This record from the OMol25 dataset describes a structure of composition C21H20BaClN4PS. The level of theory is ωB97M-V with the def2-TZVPD basis set.

```
49
Properties=species:S:1:pos:R:3
Ba 0.60 1.43 -0.89
C -2.54 4.98 -4.86
C -2.32 5.09 -3.40
N -2.81 6.00 -2.62
N -2.35 5.69 -1.38
C -1.58 4.60 -1.34
S -0.83 3.95 0.03
N -1.55 4.20 -2.64
N -0.85 3.09 -3.12
H -3.17 5.80 -5.17
H -3.03 4.04 -5.11
H -1.59 5.05 -5.40
H -2.60 6.26 -0.58
H -0.17 3.42 -3.80
H -1.51 2.50 -3.62
Cl -2.00 -0.29 -0.65
C -1.99 -1.74 0.37
C -3.23 -2.21 0.76
C -3.29 -3.35 1.55
C -2.12 -3.99 1.93
C -0.88 -3.49 1.54
C -0.79 -2.34 0.75
P 0.81 -1.70 0.17
C 1.18 -0.34 1.35
C 0.16 0.37 2.00
C 0.39 1.66 2.48
C 1.64 2.25 2.32
C 2.68 1.53 1.74
C 2.45 0.25 1.25
C 2.04 -2.96 0.56
C 2.54 -3.14 1.86
C 3.46 -4.15 2.10
C 3.88 -4.97 1.07
C 3.39 -4.80 -0.21
C 2.47 -3.78 -0.47
H -4.13 -1.70 0.44
H -4.25 -3.74 1.85
H -2.16 -4.88 2.54
H 0.02 -4.00 1.84
H -0.82 -0.08 2.11
H -0.40 2.20 2.97
H 1.81 3.26 2.68
H 3.67 1.96 1.67
H 3.26 -0.30 0.78
H 2.21 -2.51 2.67
H 3.85 -4.29 3.10
H 4.60 -5.76 1.27
H 3.72 -5.44 -1.02
H 2.10 -3.64 -1.48
```

Computed properties:
energy above the lowest of the compared OMol25 structures with the same formula, charge and spin	0.0	kJ/mol
gap between HOMO and LUMO	8.03	eV
E_HOMO	-14.0	eV
total charge	+2

***

Record 2
This record from the OMol25 dataset describes a cluster of 14 separate species, C36H53BN16O3 in total at a distorted geometry. The level of theory is ωB97M-V with the def2-TZVPD basis set.

```
109
Properties=species:S:1:pos:R:3
C 2.89 -2.89 0.97
B 2.74 -1.40 1.57
O 2.96 -1.24 2.97
C 2.31 -0.16 0.61
C 3.30 -0.20 -0.62
N 3.94 -0.20 -1.57
C 2.48 1.27 1.28
C 3.23 2.29 0.36
N 3.79 3.03 -0.31
C 1.13 1.97 1.77
O -0.06 1.64 1.04
C -0.80 0.64 1.63
C -1.67 -0.26 0.65
O -0.91 0.39 2.82
H 3.89 -3.29 1.33
H 2.12 -3.56 1.46
H 2.83 -2.90 -0.14
H 2.09 -1.13 3.40
H 1.30 -0.37 0.18
H 3.13 1.19 2.19
H 1.28 3.08 1.62
H 1.07 1.83 2.87
H -1.96 0.33 -0.26
H -0.99 -1.08 0.28
H -2.56 -0.67 1.19
C -1.57 0.53 -4.19
C -1.18 -0.34 -3.05
N -0.83 -1.01 -2.19
H -1.27 1.56 -3.99
H -1.10 0.18 -5.10
H -2.66 0.50 -4.32
C 0.43 6.77 1.07
C 0.86 5.90 2.18
N 1.20 5.23 3.05
H 0.73 7.80 1.26
H 0.90 6.44 0.14
H -0.65 6.73 0.96
C -0.60 -4.73 2.84
C -0.59 -3.89 1.62
N -0.58 -3.24 0.68
H -0.98 -4.16 3.68
H -1.24 -5.60 2.68
H 0.41 -5.08 3.07
C 0.14 -8.00 -0.17
C -0.29 -7.85 1.25
N -0.61 -7.75 2.34
H 1.05 -8.59 -0.22
H -0.64 -8.49 -0.74
H 0.33 -7.02 -0.60
C 2.22 -0.56 -4.58
C 2.07 -0.77 -6.04
N 1.94 -0.92 -7.17
H 3.27 -0.36 -4.34
H 1.62 0.28 -4.25
H 1.91 -1.46 -4.04
C 3.07 6.32 5.28
C 3.70 7.40 6.09
N 4.18 8.23 6.72
H 2.83 6.70 4.29
H 3.75 5.48 5.19
H 2.15 5.99 5.76
C -2.80 -6.25 -2.41
C -1.61 -7.08 -2.70
N -0.69 -7.72 -2.93
H -3.17 -6.46 -1.40
H -2.54 -5.19 -2.47
H -3.59 -6.46 -3.13
C 6.69 8.02 3.96
C 6.51 7.04 2.86
N 6.37 6.29 2.01
H 7.53 7.71 4.59
H 6.90 9.01 3.54
H 5.79 8.07 4.56
C -3.35 3.09 3.18
C -3.31 4.36 2.41
N -3.28 5.44 1.75
H -3.81 3.26 4.16
H -3.93 2.34 2.64
H -2.34 2.71 3.33
C -7.07 5.57 0.00
C -5.76 5.51 0.71
N -4.75 5.47 1.27
H -7.33 6.60 -0.21
H -7.00 5.02 -0.94
H -7.84 5.12 0.62
C -0.09 -11.72 -1.09
C 1.10 -11.52 -0.23
N 2.01 -11.36 0.44
H -0.24 -12.79 -1.27
H -0.98 -11.32 -0.61
H 0.06 -11.22 -2.05
C -10.74 6.42 2.06
C -10.37 6.26 0.64
N -10.09 6.14 -0.47
H -10.05 5.86 2.69
H -10.69 7.47 2.34
H -11.75 6.05 2.23
C 0.79 0.65 -9.95
C 1.25 1.10 -11.28
N 1.60 1.45 -12.32
H 1.55 0.03 -9.48
H 0.60 1.52 -9.31
H -0.14 0.08 -10.05
C 5.24 -5.66 -0.31
C 4.10 -6.28 0.40
N 3.21 -6.77 0.96
H 5.51 -4.73 0.18
H 6.09 -6.33 -0.30
H 4.96 -5.46 -1.34
```

Computed properties:
gap between HOMO and LUMO	5.96	eV
E_HOMO	-6.0	eV

***

Record 3
This record from the OMol25 dataset describes the ion C8H15NP with charge +1 at a distorted geometry. The level of theory is ωB97M-V with the def2-TZVPD basis set.

```
25
Properties=species:S:1:pos:R:3
C -2.06 1.47 -1.92
C -0.71 1.60 -1.53
C -2.82 1.05 -0.80
C -0.68 1.34 -0.23
C -0.19 -1.29 1.58
C 0.70 -1.00 -1.22
C 2.63 -1.24 0.88
C 0.67 1.18 0.88
N -1.93 1.01 0.29
P 1.08 -0.55 0.47
H -2.35 1.40 -2.96
H 0.15 1.85 -2.12
H -3.77 0.55 -0.83
H 0.04 -0.84 2.50
H -0.04 -2.46 1.65
H -1.15 -0.89 1.41
H 1.02 -0.42 -1.96
H -0.42 -0.85 -1.21
H 1.10 -1.91 -1.39
H 3.38 -1.07 0.07
H 2.64 -2.32 0.90
H 2.94 -0.82 1.84
H 1.53 1.74 0.42
H 0.49 1.31 1.99
H -2.24 1.19 1.28
```

Computed properties:
energy above the lowest of the compared OMol25 structures with the same formula, charge and spin	0.0	kJ/mol
gap between HOMO and LUMO	9.33	eV
E_HOMO	-12.0	eV
total charge	+1

***

Record 4
This record from the OMol25 dataset describes a cluster of 10 separate species, C4H29NO10S2 in total at a distorted geometry. The level of theory is ωB97M-V with the def2-TZVPD basis set.

```
46
Properties=species:S:1:pos:R:3
S 1.35 3.51 0.96
S -0.40 2.64 0.88
C -0.21 1.32 -0.32
C 0.04 1.58 -1.88
C -0.84 0.93 -2.95
O -2.11 1.49 -2.88
N 1.47 1.48 -2.06
C 1.89 0.50 -3.05
H 1.21 3.43 2.29
H -0.99 0.60 -0.27
H 0.61 0.72 0.03
H -0.06 2.72 -2.16
H -0.60 1.24 -3.86
H -1.11 -0.04 -2.86
H -2.39 2.06 -2.13
H 2.04 2.35 -2.30
H 1.86 0.83 -4.10
H 1.31 -0.55 -2.87
H 3.15 0.41 -2.93
H -3.52 -0.25 -1.13
H -3.44 0.28 -2.67
O -3.95 0.36 -1.79
H -2.06 0.07 2.02
H -2.02 -1.28 1.33
O -1.36 -0.56 1.81
H 2.10 -0.89 2.65
H 3.40 -0.24 2.27
O 2.67 -0.65 1.85
H 2.06 -1.32 -1.35
H 2.62 -1.03 0.21
O 2.67 -1.72 -0.55
H -0.79 -3.07 3.43
H 0.56 -2.10 3.16
O 0.18 -2.94 3.17
H -0.33 -4.45 1.20
H -0.21 -4.46 -0.38
O -0.85 -4.40 0.42
H -3.38 -3.23 -0.16
H -2.21 -3.13 0.77
O -3.06 -2.81 0.64
H 0.07 0.03 2.51
H 0.97 1.04 3.21
O 0.65 0.15 3.30
H 1.26 -3.18 -0.16
H 1.34 -3.07 -1.65
O 1.13 -3.70 -0.96
```

Computed properties:
energy above the lowest of the compared OMol25 structures with the same formula, charge and spin	533.3	kJ/mol
gap between HOMO and LUMO	8.84	eV
E_HOMO	-8.8	eV
SMILES	CN[C@@H](CO)CSS.O.O.O.O.O.O.O.O.O

***

Record 5
This record from the OMol25 dataset describes the molecule C4H5NO2. The level of theory is ωB97M-V with the def2-TZVPD basis set.

```
12
Properties=species:S:1:pos:R:3
O 1.69 1.61 0.49
C 1.94 0.45 0.28
C 0.93 -0.69 0.26
O 1.33 -1.81 -0.03
N -0.38 -0.40 0.53
C -1.43 -0.61 -0.43
C -1.15 0.75 0.12
H 2.93 0.06 -0.02
H -2.28 -1.20 -0.10
H -1.09 -0.78 -1.45
H -0.66 1.49 -0.51
H -1.84 1.14 0.87
```

Computed properties:
energy above the lowest of the compared OMol25 structures with the same formula, charge and spin	196.8	kJ/mol
gap between HOMO and LUMO	9.57	eV
E_HOMO	-9.9	eV
SMILES	O=CC(=O)N1CC1

***

Record 6
This record from the OMol25 dataset describes a structure of composition C5H8N at a distorted geometry. The level of theory is ωB97M-V with the def2-TZVPD basis set.

```
14
Properties=species:S:1:pos:R:3
C -1.94 0.13 0.67
C -1.89 0.24 -0.65
C 0.55 0.99 0.07
C 0.31 -1.24 0.03
C -0.60 -0.02 0.11
N 1.70 0.05 -0.04
H -2.53 0.01 1.65
H -2.18 0.44 -1.66
H 0.63 1.61 -0.90
H 0.60 1.66 0.91
H 0.46 -1.99 0.74
H 0.36 -1.65 -0.98
H 2.23 -0.18 -0.89
H 2.28 -0.06 0.93
```

Computed properties:
energy above the lowest of the compared OMol25 structures with the same formula, charge and spin	458.9	kJ/mol
gap between HOMO and LUMO	9.89	eV
E_HOMO	-14.1	eV
total charge	+1

***

Repeat the first record exactly.
This record from the OMol25 dataset describes a structure of composition C21H20BaClN4PS. The level of theory is ωB97M-V with the def2-TZVPD basis set.

```
49
Properties=species:S:1:pos:R:3
Ba 0.60 1.43 -0.89
C -2.54 4.98 -4.86
C -2.32 5.09 -3.40
N -2.81 6.00 -2.62
N -2.35 5.69 -1.38
C -1.58 4.60 -1.34
S -0.83 3.95 0.03
N -1.55 4.20 -2.64
N -0.85 3.09 -3.12
H -3.17 5.80 -5.17
H -3.03 4.04 -5.11
H -1.59 5.05 -5.40
H -2.60 6.26 -0.58
H -0.17 3.42 -3.80
H -1.51 2.50 -3.62
Cl -2.00 -0.29 -0.65
C -1.99 -1.74 0.37
C -3.23 -2.21 0.76
C -3.29 -3.35 1.55
C -2.12 -3.99 1.93
C -0.88 -3.49 1.54
C -0.79 -2.34 0.75
P 0.81 -1.70 0.17
C 1.18 -0.34 1.35
C 0.16 0.37 2.00
C 0.39 1.66 2.48
C 1.64 2.25 2.32
C 2.68 1.53 1.74
C 2.45 0.25 1.25
C 2.04 -2.96 0.56
C 2.54 -3.14 1.86
C 3.46 -4.15 2.10
C 3.88 -4.97 1.07
C 3.39 -4.80 -0.21
C 2.47 -3.78 -0.47
H -4.13 -1.70 0.44
H -4.25 -3.74 1.85
H -2.16 -4.88 2.54
H 0.02 -4.00 1.84
H -0.82 -0.08 2.11
H -0.40 2.20 2.97
H 1.81 3.26 2.68
H 3.67 1.96 1.67
H 3.26 -0.30 0.78
H 2.21 -2.51 2.67
H 3.85 -4.29 3.10
H 4.60 -5.76 1.27
H 3.72 -5.44 -1.02
H 2.10 -3.64 -1.48
```

Computed properties:
energy above the lowest of the compared OMol25 structures with the same formula, charge and spin	0.0	kJ/mol
gap between HOMO and LUMO	8.03	eV
E_HOMO	-14.0	eV
total charge	+2